(1)
Below is C2H2CsF2MgO as an isolated structure at a distorted geometry, with properties calculated with ωB97M-V/def2-TZVPD.

Element x y z (Å)
F: 2.090 1.971 -3.392
O: 1.517 4.357 -5.179
Mg: 1.107 2.359 -4.881
Cs: 4.324 2.421 -0.753
C: 1.715 5.957 -5.263
C: 2.584 5.413 -6.138
H: 2.680 6.742 -6.127
F: 1.960 6.248 -4.009
H: 2.299 5.215 -7.173

Calculated values
LUMO (alpha / beta) (Eh): -0.3461 / -0.3532
Total charge: +2
Electronic energy (Eh): -571.797509
Relative energy (zero: lowest compared OMol25 entry of this formula, charge and spin) (eV): 6.291
Spin multiplicity: 2

(2)
Below is C2H2CuLiO2 as an isolated structure at a distorted geometry, with properties calculated with ωB97M-V/def2-TZVPD.

Element x y z (Å)
C: 0.644 0.301 0.484
C: -0.694 -0.197 0.411
O: -1.055 -0.500 -0.862
O: 1.472 0.097 -0.511
H: -1.487 0.242 1.046
Cu: 0.589 1.787 -1.046
Li: 0.488 -1.449 -1.164
H: 0.043 -0.281 1.643

Calculated values
LUMO (alpha / beta) (Eh): -0.2074 / -0.2444
Total charge: +1
Electronic energy (Eh): -1875.470411
Relative energy (zero: lowest compared OMol25 entry of this formula, charge and spin) (eV): 3.692
Spin multiplicity: 2

(3)
Below is C2H2DyO4 as an isolated structure at a distorted geometry, with properties calculated with ωB97M-V/def2-TZVPD.

Element x y z (Å)
O: -1.016 1.602 1.168
C: -1.682 0.711 0.484
O: -2.083 -0.362 1.007
O: -1.463 0.807 -0.804
C: 1.410 -1.233 -0.286
O: 1.864 -0.096 -0.310
Dy: 0.522 2.041 -0.671
H: 1.815 -1.965 0.436
H: 0.632 -1.505 -1.025

Calculated values
LUMO (alpha / beta) (Eh): -0.0291 / -0.0585
Total charge: 0
Electronic energy (Eh): -1263.395862
Relative energy (zero: lowest compared OMol25 entry of this formula, charge and spin) (eV): 0.970
Spin multiplicity: 7